Entry 1:
Density functional theory data (ωB97M-V/def2-TZVPD) for a molecular structure, C9H6N2O4Ti at a distorted geometry.

As for the HOMO energy (spin up / spin down): -0.5653 / -0.5653 Eh. As for the HOMO-LUMO gap (spin up / spin down): 4.540 / 4.738 eV. For the energy relative to the best compared isomer or geometry (same formula, charge and spin), the calculation gives 5.371 eV.

```
! RIJCOSX wB97M-V def2-TZVPD def2/J DEFGRID3
* xyz 2 3
O -0.10417 4.76752 -4.53049
C -0.05011 3.68232 -4.27987
Ti 0.03498 -1.03915 -2.63656
C 1.73284 -1.23828 -3.57945
C -1.68272 -1.14602 -3.53992
O 2.73602 -1.54656 -4.10084
O -2.71716 -1.42186 -4.02289
N 0.51123 0.52637 4.25837
C -0.23630 -0.54018 3.43851
O -0.75842 -1.36516 4.07726
C -0.12012 -0.29774 1.98967
C 0.58897 0.75605 1.31257
C 0.57227 0.71994 -0.03530
N 0.04568 -0.32638 -0.46855
C -0.73177 -1.19333 -0.21465
C -0.79540 -1.26271 1.21645
H 0.46579 0.43970 5.27335
H 0.99964 1.37224 3.76592
H 1.08090 1.47982 1.86897
H 1.08853 1.60471 -0.65466
H -1.29925 -1.89172 -0.83629
H -1.36140 -2.07959 1.69842
*
```

---

Entry 2:
Density functional theory data (ωB97M-V/def2-TZVPD) for C19H27FN4O in the gas phase.

As for the HOMO energy: -0.3030 Eh. As for the HOMO-LUMO gap: 8.960 eV. For the energy relative to the best compared isomer or geometry (same formula, charge and spin), the calculation gives 0.000 eV. Its SMILES is OCC[C@@H]1CN(Cc2nc3ccc(F)cc3[nH]2)CCN1C1CCCC1.

```
! RIJCOSX wB97M-V def2-TZVPD def2/J DEFGRID3
* xyz 0 1
O 2.58568 -0.49541 0.16156
C 2.28677 -0.85860 -1.16367
C 0.96906 -0.29229 -1.69714
H 1.01851 0.79914 -1.68240
H 0.90149 -0.60892 -2.73956
C -0.34131 -0.71762 -0.98575
N -0.45138 -2.15930 -0.83998
C 0.03312 -2.70377 0.41101
C -0.31793 -1.87120 1.64997
N 0.16864 -0.52050 1.43188
C -0.57364 0.05907 0.32631
H -0.26123 1.09576 0.18780
H -1.65252 0.07142 0.56169
C 0.13021 0.31052 2.62603
C 0.74018 1.65195 2.39060
N 0.26649 2.75773 2.88913
C 1.11455 3.74952 2.46705
C 1.09049 5.11998 2.70010
C 2.08250 5.88798 2.12898
C 3.07128 5.29464 1.34490
C 3.13504 3.94176 1.08811
C 2.13598 3.17627 1.66784
N 1.87220 1.83558 1.64514
H 2.37074 1.12223 1.12037
H 3.91700 3.51968 0.47815
F 4.01966 6.09720 0.80637
H 2.11414 6.95597 2.27572
H 0.31797 5.55993 3.30880
H 0.69893 -0.20649 3.40782
H -0.89334 0.47112 2.99939
H 0.18057 -2.29798 2.52352
H -1.40615 -1.88294 1.83058
H -0.36214 -3.71315 0.53537
H 1.12546 -2.78685 0.36583
C -1.60877 -2.79958 -1.42860
C -1.59132 -2.72554 -2.96922
C -3.06158 -2.70794 -3.37312
H -3.21383 -2.32354 -4.38055
C -3.70094 -1.82658 -2.30371
H -4.78250 -1.94574 -2.25429
H -3.48502 -0.77759 -2.51596
C -3.00894 -2.26327 -1.01099
H -2.92987 -1.44358 -0.29968
H -3.57839 -3.06053 -0.53212
H -3.47728 -3.71544 -3.32065
H -1.04422 -3.56119 -3.40127
H -1.10746 -1.80545 -3.29395
H -1.54267 -3.85345 -1.14417
H -1.14316 -0.39478 -1.65843
H 2.27814 -1.95148 -1.26847
H 3.10775 -0.46910 -1.77333
H 1.80301 -0.73765 0.70703
*
```

---

Entry 3:
Density functional theory data (ωB97M-V/def2-TZVPD) for C22H32N2O5 in the gas phase.

As for the HOMO energy: -0.3078 Eh. As for the HOMO-LUMO gap: 9.089 eV. For the energy relative to the best compared isomer or geometry (same formula, charge and spin), the calculation gives 3.440 eV. Its SMILES is CCOC(=O)[C@@]1(Cc2cccc(OC)c2)CCCN(C(=O)CCN2CCCO2)C1.

```
! RIJCOSX wB97M-V def2-TZVPD def2/J DEFGRID3
* xyz 0 1
C 3.79928 4.30118 -0.06500
C 4.08806 3.15136 0.88864
H 4.30585 3.51622 1.89451
H 4.92712 2.55385 0.51801
O 2.94774 2.30289 1.04153
C 2.75001 1.37443 0.10001
O 3.49801 1.20548 -0.82708
C 1.45341 0.60594 0.34229
C 1.39773 0.12721 1.80317
H 2.13483 -0.66261 1.95764
C 0.00762 -0.38271 2.17095
H -0.02053 -0.63698 3.23130
H -0.21882 -1.28325 1.60132
C -1.04108 0.68985 1.87442
N -0.96680 1.07212 0.48431
C -1.89031 0.82977 -0.47933
O -1.70001 1.15424 -1.63744
C -3.17594 0.15754 -0.03427
C -4.11021 -0.05430 -1.22199
N -5.35592 -0.64577 -0.74845
C -6.31509 -0.91052 -1.80791
H -5.81598 -1.29556 -2.69417
H -7.01650 -1.65968 -1.43131
C -7.03994 0.42810 -2.04642
H -8.09146 0.28269 -2.27998
H -6.57452 0.98590 -2.85810
C -6.83575 1.13786 -0.69856
H -7.76771 1.29318 -0.15189
H -6.32958 2.10369 -0.81811
O -6.04292 0.25904 0.09839
H -3.66029 -0.75844 -1.92357
H -4.25662 0.90133 -1.74284
H -2.96222 -0.80944 0.42362
H -3.68764 0.78071 0.70252
C 0.31348 1.63024 0.11927
H 0.26274 1.91603 -0.93368
H 0.50321 2.51859 0.73178
H -2.03722 0.33238 2.12476
H -0.83197 1.57911 2.48295
H 1.65388 0.96590 2.45362
C 1.31225 -0.54034 -0.68229
C 1.96821 -1.83110 -0.27572
C 1.20804 -2.95379 0.01537
C 1.82456 -4.13437 0.39988
C 3.19736 -4.20724 0.49573
C 3.97576 -3.09062 0.18637
C 3.35501 -1.91070 -0.19933
H 3.93269 -1.04022 -0.46106
O 5.32509 -3.25677 0.29286
C 6.15984 -2.17310 -0.03538
H 6.02300 -1.85913 -1.07478
H 5.98638 -1.31687 0.62502
H 7.17832 -2.53325 0.10242
H 3.69424 -5.11639 0.79452
H 1.22624 -5.00484 0.62505
H 0.13163 -2.91734 -0.07391
H 0.25248 -0.71953 -0.86490
H 1.75696 -0.19480 -1.61887
H 2.93976 4.87105 0.27970
H 4.66322 4.95733 -0.11615
H 3.59100 3.91445 -1.05941
*
```

---

Entry 4:
Density functional theory data (ωB97M-V/def2-TZVPD) for C2HClN2O in the gas phase at a distorted geometry.

As for the HOMO energy: -0.3866 Eh. As for the HOMO-LUMO gap: 9.160 eV. For the energy relative to the best compared isomer or geometry (same formula, charge and spin), the calculation gives 3.007 eV. Its SMILES is N#C[C@@H](Cl)N=O.

```
! RIJCOSX wB97M-V def2-TZVPD def2/J DEFGRID3
* xyz 0 1
C 0.91406 1.19762 0.84586
C 0.51527 -0.12751 0.43887
N 1.22424 2.25057 1.15813
N 0.00842 -0.88885 1.59596
O -1.13029 -1.25302 1.52525
Cl 1.97681 -1.04905 -0.06486
H -0.19365 -0.07903 -0.40025
*
```